DFT (the ωB97M-V functional and the def2-TZVPD basis) results for 2 unconnected molecules or ions with the total composition C27H51ClN2O5PS.

The HOMO-LUMO gap comes out at 6.90 eV. The LUMO energy comes out at -4.66 eV. Its net charge is +1. The calculated total energy is -2744.56915 a.u.

Last column: Mulliken charge in e.
Geometry (Å):
C1 4.57715 -1.05045 1.16369  -0.255
C2 3.62662 -0.54580 1.65596  -1.950
C3 2.37516 -0.01323 2.22895  1.619
C4 2.28729 -0.38913 3.71278  -0.774
C5 3.26045 0.32077 4.67503  -0.721
C6 4.56337 -0.43066 4.90082  0.214
N1 5.69940 0.03728 4.25575  -0.491
O1 4.59409 -1.37150 5.64618  -0.543
N2 2.23478 1.44501 1.98994  0.222
C7 1.73130 1.71120 0.83052  -0.741
P1 1.49581 3.45788 0.36628  0.856
O2 1.53112 4.06365 1.85085  -0.539
O3 -0.02745 3.56417 -0.09347  -0.466
S1 2.81626 4.12055 -0.81330  -0.321
C8 1.47173 0.41696 0.09222  0.616
C9 0.48198 0.37423 -1.07753  -0.593
C10 1.07307 1.00619 -2.35693  -0.834
C11 2.01032 0.04717 -3.09667  -0.466
Cl1 3.73276 0.43722 -2.79942  -0.199
C12 1.19903 -0.49526 1.32137  -0.055
C13 -0.18121 -0.14597 1.92485  -1.368
C14 -1.04980 -1.37733 2.25804  -1.395
C15 -1.93695 -1.89043 1.10828  -0.091
C16 -1.96198 -3.43380 1.02902  -1.317
C17 -0.86003 -4.06641 0.14837  0.060
C18 -1.44702 -5.00256 -0.91144  -1.416
C19 -2.21175 -4.30056 -2.03669  -0.668
C20 -1.33779 -3.33544 -2.86467  0.024
C21 -1.54684 -3.45018 -4.38875  -0.950
C22 -0.46773 -4.24297 -5.13197  -0.564
O4 0.05599 -3.45748 -6.18600  -0.332
C23 1.24548 -4.00680 -6.71127  -0.731
H1 5.41056 -1.56569 0.73385  0.540
H2 2.41035 -1.46863 3.80435  0.487
H3 1.28341 -0.15965 4.07063  0.574
H4 2.76442 0.35642 5.64371  0.408
H5 3.46678 1.35809 4.39266  0.344
H6 5.51889 0.75050 3.56348  0.288
H7 6.24419 -0.70672 3.83860  0.261
H8 2.45362 2.19420 2.64085  0.530
H9 1.14675 4.95426 1.87191  0.393
H10 -0.45134 2.69533 -0.16411  0.377
H11 2.46261 0.22428 -0.35328  -0.136
H12 0.34132 -0.69074 -1.28061  -0.315
H13 -0.49436 0.80169 -0.84217  0.749
H14 0.27728 1.34591 -3.01760  0.503
H15 1.66324 1.87665 -2.07443  0.109
H16 1.86297 -0.99173 -2.80933  0.138
H17 1.86119 0.11747 -4.17089  0.474
H18 1.26635 -1.55769 1.10127  1.257
H19 -0.76206 0.47891 1.24263  0.184
H20 -0.07624 0.42389 2.84658  0.851
H21 -1.71526 -1.03788 3.05352  0.355
H22 -0.41771 -2.18556 2.62680  0.595
H23 -1.59021 -1.50213 0.14250  -0.056
H24 -2.95790 -1.52943 1.23149  0.553
H25 -2.93157 -3.71907 0.62339  0.583
H26 -1.85320 -3.79759 2.05020  0.509
H27 -0.21757 -3.29624 -0.29145  -0.139
H28 -0.21466 -4.67658 0.78469  0.429
H29 -2.12896 -5.68053 -0.39308  0.383
H30 -0.64052 -5.58495 -1.36484  0.424
H31 -3.01703 -3.72407 -1.57011  0.291
H32 -2.66790 -5.03761 -2.69634  0.538
H33 -0.28587 -3.52268 -2.62862  0.295
H34 -1.54866 -2.30539 -2.56571  -0.066
H35 -1.51727 -2.44523 -4.81393  0.429
H36 -2.52973 -3.86836 -4.60145  0.481
H37 -0.88634 -5.17211 -5.53886  0.307
H38 0.35028 -4.52915 -4.45723  0.375
H39 1.08538 -5.03269 -7.05805  0.305
H40 1.55491 -3.39021 -7.55299  0.261
H41 2.04741 -4.00353 -5.96372  0.295
C24 -3.71442 7.47885 0.24138  -0.985
C25 -4.75508 6.48665 0.73004  -0.308
O5 -4.44518 5.13267 0.43464  -0.464
C26 -3.25434 4.63521 0.99690  0.026
C27 -3.22471 4.65218 2.51755  -1.106
H42 -3.52092 7.33630 -0.82244  0.281
H43 -4.07007 8.49672 0.39801  0.392
H44 -2.76653 7.37614 0.77319  0.229
H45 -5.70351 6.67185 0.22818  0.339
H46 -4.93479 6.61394 1.80306  0.282
H47 -2.38421 5.16682 0.58972  0.172
H48 -3.18502 3.60239 0.64549  0.171
H49 -3.21857 5.66762 2.91459  0.314
H50 -2.32613 4.14948 2.88284  0.343
H51 -4.09873 4.14108 2.92174  0.319